(P)
This record from the Open Molecules 2025 dataset describes a molecular structure, C21H43N2OP3Sm. The level of theory is ωB97M-V/def2-TZVPD.

CARTESIAN COORDINATES (ANGSTROEM)
1 Sm 0.513 -0.173 0.184
2 P -1.133 2.583 -0.032
3 P -0.459 -0.737 2.729
4 P -1.797 -0.514 -1.477
5 H 2.866 0.359 -2.534
6 C 1.998 0.688 -3.095
7 C 1.553 1.973 -3.198
8 H 2.005 2.801 -2.666
9 C -0.405 4.204 0.478
10 C -2.498 2.544 1.184
11 C -2.026 3.287 -1.508
12 C 0.727 -2.163 2.657
13 C -0.256 -0.125 4.418
14 C -2.074 -1.621 2.750
15 C -1.786 0.221 -3.157
16 C -3.514 -0.033 -0.989
17 C -2.038 -2.304 -1.908
18 H 1.513 -0.111 -3.649
19 H 0.729 2.195 -3.865
20 H 0.629 4.287 0.119
21 H -0.435 4.340 1.565
22 H -0.993 5.009 0.018
23 H -2.109 2.651 2.199
24 H -3.045 1.602 1.122
25 H -3.185 3.367 0.971
26 H -1.343 3.256 -2.375
27 H -2.247 4.348 -1.283
28 H -2.963 2.767 -1.768
29 H 0.313 -3.013 3.229
30 H 1.641 -1.837 3.179
31 H 0.936 -2.531 1.606
32 H -0.609 -0.843 5.158
33 H -0.818 0.794 4.587
34 H 0.785 0.116 4.638
35 H -2.142 -2.419 3.519
36 H -2.230 -2.087 1.754
37 H -2.906 -0.905 2.901
38 H -2.243 -0.503 -3.842
39 H -0.758 0.444 -3.468
40 H -2.368 1.150 -3.170
41 H -4.240 -0.580 -1.612
42 H -3.667 1.045 -1.136
43 H -3.686 -0.277 0.070
44 H -2.818 -2.306 -2.685
45 H -2.341 -2.885 -1.020
46 H -1.144 -2.790 -2.330
47 C 1.584 -3.289 -1.306
48 C 2.162 -4.239 -0.455
49 C 2.143 -5.572 -0.889
50 C 1.688 -5.889 -2.191
51 C 1.231 -4.873 -3.054
52 C 1.109 -3.547 -2.578
53 O 1.427 -1.936 -0.832
54 H 2.026 -1.884 -0.016
55 H 2.637 -3.938 0.496
56 H 2.549 -6.354 -0.230
57 H 1.682 -6.931 -2.548
58 H 0.966 -5.090 -4.091
59 H 0.689 -2.744 -3.206
60 C 0.938 2.744 3.131
61 C 1.958 2.406 2.112
62 N 1.916 1.496 1.102
63 C 3.084 1.722 0.355
64 C 3.811 2.722 0.929
65 N 3.078 3.136 2.025
66 H 1.231 2.335 4.114
67 H 0.870 3.847 3.244
68 H -0.039 2.321 2.839
69 H 3.295 1.184 -0.547
70 H 4.747 3.181 0.664
71 H 3.286 3.917 2.664

As for the multiplicity: 6. The calculation puts the gap between HOMO and LUMO (spin up / spin down) at 6.6 / 7.9 eV. The total charge is +3. Its HOMO energy (spin up / spin down) is -17.1 / -17.1 eV. The expectation value of S² is 8.762.



(Q)
This record from the Open Molecules 2025 dataset describes a molecular structure, C21H43N2OP3Sm. The level of theory is ωB97M-V/def2-TZVPD.

CARTESIAN COORDINATES (ANGSTROEM)
1 Sm 0.159 0.200 0.706
2 P 0.621 -2.478 -0.268
3 P 2.893 0.040 1.836
4 P -2.678 0.573 0.153
5 H 1.864 2.768 0.154
6 C 0.776 2.730 0.324
7 C 0.276 2.744 1.601
8 H 0.943 2.808 2.464
9 C 1.294 -2.103 -1.927
10 C 1.770 -3.809 0.265
11 C -0.847 -3.409 -0.852
12 C 3.561 1.516 2.696
13 C 3.405 -1.264 3.026
14 C 4.141 -0.181 0.507
15 C -3.383 2.261 0.353
16 C -4.125 -0.513 0.456
17 C -2.791 0.560 -1.674
18 H 0.102 2.850 -0.544
19 H -0.795 2.859 1.797
20 H 1.471 -3.076 -2.403
21 H 2.250 -1.578 -1.809
22 H 0.628 -1.498 -2.559
23 H 1.708 -4.643 -0.442
24 H 1.519 -4.172 1.267
25 H 2.797 -3.428 0.305
26 H -0.509 -4.282 -1.422
27 H -1.430 -2.742 -1.498
28 H -1.473 -3.717 -0.009
29 H 4.618 1.630 2.418
30 H 3.469 1.392 3.781
31 H 2.996 2.410 2.409
32 H 4.507 -1.278 3.093
33 H 3.032 -2.239 2.683
34 H 2.953 -1.032 4.002
35 H 5.158 -0.210 0.932
36 H 4.061 0.656 -0.200
37 H 3.929 -1.110 -0.040
38 H -4.024 2.500 -0.507
39 H -2.565 2.990 0.401
40 H -3.961 2.340 1.279
41 H -4.965 -0.249 -0.203
42 H -4.426 -0.436 1.506
43 H -3.823 -1.548 0.256
44 H -3.785 0.848 -2.043
45 H -2.524 -0.433 -2.049
46 H -2.053 1.263 -2.064
47 C -0.507 1.332 -4.164
48 C 0.079 0.599 -5.208
49 C -0.016 1.122 -6.513
50 C -0.689 2.330 -6.760
51 C -1.413 2.934 -5.728
52 C -1.408 2.362 -4.441
53 O -0.249 1.084 -2.805
54 H 0.661 0.737 -2.676
55 H 0.558 -0.351 -4.978
56 H 0.475 0.589 -7.333
57 H -0.649 2.780 -7.758
58 H -1.982 3.843 -5.929
59 H -2.103 2.696 -3.670
60 C -0.628 1.126 4.522
61 C -0.685 -0.257 4.022
62 N -0.497 -0.763 2.783
63 C -0.720 -2.153 2.901
64 C -1.024 -2.451 4.187
65 N -0.998 -1.244 4.869
66 H -1.628 1.453 4.859
67 H 0.055 1.198 5.388
68 H -0.281 1.822 3.748
69 H -0.632 -2.796 2.034
70 H -1.256 -3.397 4.643
71 H -1.205 -1.106 5.854

As for the multiplicity: 6. The calculation puts the gap between HOMO and LUMO (spin up / spin down) at 4.2 / 5.0 eV. The total charge is +3. Its HOMO energy (spin up / spin down) is -15.3 / -15.3 eV. The expectation value of S² is 8.769.



Bottom line: (P), by a margin of 12.6 kcal/mol.



(P)
This record from the Open Molecules 2025 dataset describes 9 unconnected molecules or ions with the total composition C5H26NO9S. The level of theory is ωB97M-V/def2-TZVPD.

CARTESIAN COORDINATES (ANGSTROEM)
1 C -1.142 -0.464 1.891
2 C -1.328 0.333 0.598
3 S -2.894 -0.260 -0.091
4 C 0.276 -0.174 2.314
5 N 1.284 -0.959 1.844
6 C 1.296 -1.915 0.787
7 C 2.223 -1.491 -0.372
8 O 0.538 0.775 3.055
9 H -1.231 -1.542 1.741
10 H -1.885 -0.227 2.644
11 H -0.509 0.037 -0.073
12 H -1.301 1.434 0.741
13 H 2.176 -0.539 2.082
14 H 1.488 -2.979 0.973
15 H 0.324 -2.027 0.287
16 H 2.513 -2.402 -0.874
17 H 1.774 -0.783 -1.117
18 H 2.998 -0.782 -0.020
19 H -1.830 0.552 -4.301
20 H -1.548 -0.456 -3.336
21 O -1.567 -0.367 -4.299
22 H -1.416 -4.020 1.263
23 H -0.200 -4.223 0.430
24 O -0.484 -4.265 1.361
25 H 2.865 1.990 -0.408
26 H 3.198 2.541 1.002
27 O 3.543 1.982 0.283
28 H -1.230 1.182 -1.639
29 H -2.679 1.400 -1.707
30 O -1.885 1.382 -2.313
31 H -0.060 -2.961 -2.341
32 H -1.338 -2.512 -1.817
33 O -0.775 -3.309 -1.793
34 H -0.677 2.215 -2.526
35 H -0.691 2.593 -4.029
36 O -0.121 2.458 -3.256
37 H 0.382 2.840 -0.254
38 H 1.385 3.552 -1.302
39 O 1.254 2.851 -0.655
40 H 1.932 2.017 2.822
41 H 2.747 2.554 3.865
42 O 2.541 2.775 2.931

As for the multiplicity: 1. The calculation puts the gap between HOMO and LUMO at 6.9 eV. The total charge is -1. Its HOMO energy is -4.1 eV.



(Q)
This record from the Open Molecules 2025 dataset describes 9 unconnected molecules or ions with the total composition C5H26NO9S. The level of theory is ωB97M-V/def2-TZVPD.

CARTESIAN COORDINATES (ANGSTROEM)
1 C -1.890 0.187 0.267
2 N -0.516 0.581 0.603
3 C -0.118 0.665 1.986
4 C 0.872 1.876 2.202
5 S 2.591 1.273 2.206
6 C 0.683 -0.585 2.432
7 O 0.546 -1.587 1.724
8 C -1.985 -0.267 -1.183
9 H -2.508 1.070 0.500
10 H -2.191 -0.637 0.918
11 H 0.181 0.057 0.089
12 H -1.003 0.840 2.623
13 H 0.676 2.633 1.446
14 H 0.612 2.164 3.241
15 H 1.187 -0.762 3.388
16 H -2.576 -1.160 -1.353
17 H -2.235 0.593 -1.789
18 H -0.976 -0.442 -1.540
19 H 2.762 0.448 -0.528
20 H 3.933 1.590 -0.757
21 O 3.285 0.989 -1.122
22 H -1.493 -2.783 2.026
23 H -1.363 -2.538 3.491
24 O -1.998 -2.885 2.850
25 H 0.048 -3.495 -1.489
26 H 1.353 -3.222 -1.179
27 O 0.859 -3.287 -2.016
28 H -1.009 4.038 0.183
29 H -1.349 2.721 0.932
30 O -1.691 3.592 0.689
31 H 1.916 2.313 -1.354
32 H 0.463 2.138 -0.993
33 O 1.031 2.600 -1.629
34 H -1.722 -3.716 0.511
35 H -0.441 -2.755 0.684
36 O -0.827 -3.515 0.221
37 H -0.267 0.400 -3.386
38 H 0.091 1.673 -2.767
39 O -0.706 1.223 -3.132
40 H 2.313 0.022 -2.876
41 H 1.868 -1.477 -2.954
42 O 1.593 -0.575 -3.164

As for the multiplicity: 1. The calculation puts the gap between HOMO and LUMO at 7.1 eV. The total charge is -1. Its HOMO energy is -4.2 eV.



Bottom line: (P), by a margin of 1.5 kcal/mol.



(P)
This record from the Open Molecules 2025 dataset describes a gas-phase ion, C5H12N5 (charge +1). The level of theory is ωB97M-V/def2-TZVPD.

CARTESIAN COORDINATES (ANGSTROEM)
1 H -3.786 0.648 1.319
2 N -3.348 -0.128 1.867
3 N -2.326 0.022 2.439
4 C -1.356 0.557 3.038
5 C -0.086 0.911 2.554
6 C 0.459 0.764 1.268
7 N -0.114 0.240 0.216
8 C 0.703 0.111 -1.185
9 N 1.949 0.852 -1.122
10 C 0.647 -1.331 -1.561
11 N 0.641 -1.392 -2.990
12 H -1.414 0.650 4.139
13 H 0.473 1.482 3.258
14 H 1.527 1.087 0.955
15 H -1.090 -0.067 0.049
16 H 0.032 0.516 -1.869
17 H 2.796 0.277 -1.301
18 H 1.946 1.712 -1.635
19 H -0.333 -1.913 -1.280
20 H 1.618 -2.033 -1.208
21 H -0.002 -2.169 -3.289
22 H 1.063 -0.795 -3.662

As for the multiplicity: 1. The calculation puts the gap between HOMO and LUMO (spin up / spin down) at 7.3 / 7.3 eV. The total charge is +1. As for the SMILES: [H]\N=N/C=C\C=[NH+]\[C@@H](N)CN. Its HOMO energy (spin up / spin down) is -12.0 / -12.0 eV.



(Q)
This record from the Open Molecules 2025 dataset describes a molecular structure, C5H12N5. The level of theory is ωB97M-V/def2-TZVPD.

CARTESIAN COORDINATES (ANGSTROEM)
1 C 0.332 1.535 -0.674
2 C -2.476 -2.901 1.088
3 C 2.223 1.407 -2.007
4 C 2.393 2.707 0.163
5 C 1.518 1.919 -0.785
6 N -0.772 0.992 -0.596
7 N -1.892 -1.792 1.035
8 N -3.566 -3.077 1.881
9 N 0.417 -1.501 0.682
10 N -0.812 -1.330 0.500
11 H -2.480 -3.674 0.295
12 H 1.453 1.207 -2.811
13 H 2.844 2.283 -2.277
14 H 2.829 0.558 -1.812
15 H 2.777 2.095 0.927
16 H 1.808 3.497 0.696
17 H 3.225 3.047 -0.480
18 H -4.360 -3.772 1.655
19 H -3.815 -2.216 2.440
20 H 0.750 -2.332 1.154
21 H -1.521 1.430 -1.039
22 H -0.876 -0.081 -0.036

As for the multiplicity: 1. The calculation puts the gap between HOMO and LUMO at 9.4 eV. The total charge is +1. Its HOMO energy is -12.8 eV.



(R)
This record from the Open Molecules 2025 dataset describes 2 unconnected molecules or ions with the total composition C5H12N5. The level of theory is ωB97M-V/def2-TZVPD.

CARTESIAN COORDINATES (ANGSTROEM)
1 C 1.194 -1.087 -1.776
2 C 0.359 -2.036 0.409
3 C 2.192 -0.296 0.392
4 C -2.163 1.906 1.735
5 C 1.143 -1.092 -0.309
6 N -1.681 1.717 -1.772
7 N -2.292 2.234 -0.739
8 N -0.822 0.848 -1.296
9 N -1.794 1.684 0.360
10 N -0.874 0.764 -0.047
11 H 2.186 -0.812 -2.100
12 H 0.547 -1.891 -2.081
13 H 0.444 -0.246 -2.116
14 H 0.969 -2.875 0.731
15 H 0.199 -1.811 1.488
16 H -0.281 -2.559 -0.208
17 H 2.516 0.544 -0.048
18 H 1.852 -0.069 1.313
19 H 3.129 -0.912 0.284
20 H -2.062 0.945 2.226
21 H -1.513 2.805 1.967
22 H -3.248 2.239 1.588

As for the multiplicity: 1. The calculation puts the gap between HOMO and LUMO at 9.8 eV. The total charge is +1. Its HOMO energy is -15.0 eV.



Bottom line: (Q), by a margin of 4.5 kcal/mol.



(P)
This record from the Open Molecules 2025 dataset describes 2 unconnected molecules or ions with the total composition C5H16N2O. The level of theory is ωB97M-V/def2-TZVPD.

CARTESIAN COORDINATES (ANGSTROEM)
1 C 2.300 -1.280 1.844
2 C 1.115 -1.386 0.901
3 C 1.142 -0.104 0.023
4 C -0.163 0.530 -0.307
5 C -0.721 0.653 -1.506
6 N -1.895 1.542 -1.767
7 N 1.363 -2.607 0.076
8 H 2.424 -2.009 2.631
9 H 3.243 -1.334 1.289
10 H 2.440 -0.378 2.441
11 H 0.162 -1.464 1.449
12 H 1.755 -0.322 -0.873
13 H 1.684 0.739 0.478
14 H -0.792 0.933 0.498
15 H -0.172 0.389 -2.406
16 H -2.300 1.905 -0.834
17 H -2.555 1.029 -2.354
18 H -1.639 2.376 -2.305
19 H 2.318 -2.755 -0.265
20 H 0.713 -2.746 -0.703
21 H 1.200 -3.410 0.699
22 H -2.414 3.248 1.069
23 H -3.593 2.578 0.574
24 O -2.653 2.387 0.701

As for the multiplicity: 1. The calculation puts the gap between HOMO and LUMO at 11.9 eV. The total charge is +2. Its HOMO energy is -18.1 eV.



(Q)
This record from the Open Molecules 2025 dataset describes 2 unconnected molecules or ions with the total composition C5H16N2O. The level of theory is ωB97M-V/def2-TZVPD.

CARTESIAN COORDINATES (ANGSTROEM)
1 C -2.591 -1.031 -0.729
2 C -1.545 0.074 -0.907
3 C -0.125 -0.415 -1.250
4 C 1.022 0.178 -0.448
5 C 1.794 -0.656 0.219
6 N 2.881 -0.137 1.152
7 N -2.162 1.031 -1.926
8 H -3.447 -0.492 -0.349
9 H -2.971 -1.667 -1.521
10 H -2.446 -1.793 0.050
11 H -1.456 0.473 0.164
12 H 0.123 -0.219 -2.337
13 H -0.013 -1.523 -1.206
14 H 1.059 1.268 -0.569
15 H 1.920 -1.724 0.325
16 H 2.504 -0.018 2.125
17 H 3.231 0.790 0.885
18 H 3.662 -0.807 1.202
19 H -2.645 1.777 -1.393
20 H -2.692 0.464 -2.650
21 H -1.393 1.467 -2.445
22 H 1.680 0.317 4.278
23 H 1.687 1.769 3.803
24 O 1.922 0.875 3.528

As for the multiplicity: 1. The calculation puts the gap between HOMO and LUMO at 11.8 eV. The total charge is +2. Its HOMO energy is -18.1 eV.



Bottom line: (P), by a margin of 11.8 kcal/mol.